No. 1
This record from the Open Molecules 2025 dataset describes a 2-piece molecular cluster, C4H8N2O overall. The level of theory is ωB97M-V/def2-TZVPD.

Values from the calculation:
LUMO level	0.493	eV
frontier orbital gap	0.332	hartree
energy above the lowest of the compared OMol25 structures with the same formula, charge and spin	95.7	kcal per mole
total energy	-9302.2432	eV

Atoms and positions in Å:
1 O 0.092 0.103 1.506
2 N 1.675 1.687 1.225
3 N 1.684 -0.126 -0.178
4 C 0.937 -0.871 -0.895
5 C 1.129 0.483 0.945
6 C -1.757 -0.067 -0.885
7 C -0.980 -1.071 -0.086
8 H -1.513 -0.146 -1.943
9 H 1.498 -1.547 -1.557
10 H 1.395 2.174 2.058
11 H -0.921 -2.063 -0.515
12 H 2.501 1.969 0.724
13 H -2.831 -0.217 -0.723
14 H -1.400 -1.258 0.896
15 H -1.507 0.951 -0.573



No. 2
This record from the Open Molecules 2025 dataset describes a 2-piece molecular cluster, C4H8N2O overall. The level of theory is ωB97M-V/def2-TZVPD.

Values from the calculation:
LUMO level	0.802	eV
frontier orbital gap	0.347	hartree
energy above the lowest of the compared OMol25 structures with the same formula, charge and spin	48.8	kcal per mole
total energy	-9304.2781	eV
SMILES	Cc1c[nH]cn1.O

Atoms and positions in Å:
1 O 1.879 4.316 -0.441
2 N -0.368 -0.759 -1.032
3 N -1.968 0.102 0.299
4 C 0.728 -2.456 0.154
5 C -1.289 -1.001 1.017
6 C -1.289 0.157 -0.939
7 C -0.293 -1.385 0.153
8 H -2.515 0.800 0.689
9 H 0.820 -2.939 1.040
10 H -1.288 0.982 -1.645
11 H 2.233 3.426 -0.632
12 H -1.554 -1.208 2.108
13 H 1.777 -1.963 0.016
14 H 0.515 -3.071 -0.675
15 H 2.612 4.998 -0.111



No. 3
This record from the Open Molecules 2025 dataset describes a 2-piece molecular cluster, C4H8N2O overall. The level of theory is ωB97M-V/def2-TZVPD.

Values from the calculation:
LUMO level	0.753	eV
frontier orbital gap	0.356	hartree
energy above the lowest of the compared OMol25 structures with the same formula, charge and spin	22.7	kcal per mole
total energy	-9305.4076	eV
SMILES	Cc1c[nH]cn1.O

Atoms and positions in Å:
1 O 0.807 -2.549 1.214
2 N 0.500 -0.241 -1.608
3 N 0.902 0.703 0.339
4 C -0.711 0.221 -1.140
5 C 1.429 0.054 -0.664
6 C -1.383 1.487 0.989
7 C -0.426 0.866 0.029
8 H 0.721 -0.860 -2.369
9 H 2.418 -0.367 -0.659
10 H 0.416 -1.973 0.555
11 H -1.597 0.020 -1.719
12 H -2.406 1.198 0.763
13 H -1.280 2.574 0.951
14 H 1.731 -2.320 1.319
15 H -1.122 1.189 2.000



No. 4
This record from the Open Molecules 2025 dataset describes C4H8N2O in the gas phase. The level of theory is ωB97M-V/def2-TZVPD.

Values from the calculation:
LUMO level	0.819	eV
frontier orbital gap	0.347	hartree
energy above the lowest of the compared OMol25 structures with the same formula, charge and spin	85.9	kcal per mole
total energy	-9302.6696	eV

Atoms and positions in Å:
1 O -2.563 -0.545 0.654
2 N 1.699 0.976 -0.384
3 N 0.249 -0.854 -0.219
4 C 0.669 1.539 0.179
5 C 1.392 -0.586 -0.994
6 C -1.498 0.300 1.036
7 C -0.424 0.430 -0.031
8 H 1.157 -0.444 -2.060
9 H 0.554 -1.198 0.691
10 H 2.670 1.218 -0.492
11 H 2.140 -1.405 -0.901
12 H -1.926 1.283 1.228
13 H -0.904 0.696 -0.987
14 H -2.184 -1.363 0.306
15 H -1.030 -0.049 1.974



No. 5
This record from the Open Molecules 2025 dataset describes a 2-piece molecular cluster, C4H8N2O overall. The level of theory is ωB97M-V/def2-TZVPD.

Values from the calculation:
LUMO level	0.425	eV
frontier orbital gap	0.339	hartree
energy above the lowest of the compared OMol25 structures with the same formula, charge and spin	111.5	kcal per mole
total energy	-9301.5582	eV

Atoms and positions in Å:
1 O 2.322 1.082 1.351
2 N -0.937 2.343 -0.005
3 N -2.149 -0.780 0.099
4 C 0.042 -0.783 -1.089
5 C 2.147 0.769 0.099
6 C -0.865 1.191 0.030
7 C -0.783 -0.264 0.097
8 H 2.594 0.288 1.842
9 H -2.114 -1.790 0.161
10 H 1.872 1.719 -0.406
11 H 1.164 -0.531 -1.054
12 H -0.239 -0.493 1.020
13 H -0.017 -1.875 -1.062
14 H -0.400 -0.407 -2.019
15 H -2.638 -0.471 0.935



No. 6
This record from the Open Molecules 2025 dataset describes C4H8N2O in the gas phase. The level of theory is ωB97M-V/def2-TZVPD.

Values from the calculation:
LUMO level	0.985	eV
frontier orbital gap	0.388	hartree
energy above the lowest of the compared OMol25 structures with the same formula, charge and spin	27.0	kcal per mole
total energy	-9305.2241	eV
SMILES	C[C@@]1(C(N)=O)CN1

Atoms and positions in Å:
1 O 1.537 -1.733 0.047
2 N -0.402 1.267 0.491
3 N 2.129 0.467 -0.073
4 C -0.221 -0.109 0.016
5 C 1.228 -0.555 0.005
6 C -1.201 -1.189 0.407
7 C -0.673 0.965 -0.908
8 H -1.011 -1.543 1.424
9 H -1.710 0.922 -1.238
10 H -1.257 1.350 1.035
11 H -1.103 -2.046 -0.264
12 H 1.802 1.380 0.216
13 H -2.228 -0.811 0.347
14 H 0.018 1.408 -1.621
15 H 3.091 0.228 0.116



No. 7
This record from the Open Molecules 2025 dataset describes C4H8N2O in the gas phase. The level of theory is ωB97M-V/def2-TZVPD.

Values from the calculation:
LUMO level	0.949	eV
frontier orbital gap	0.357	hartree
energy above the lowest of the compared OMol25 structures with the same formula, charge and spin	133.8	kcal per mole
total energy	-9300.5928	eV
SMILES	C=C[N+](N)([O-])C=C

Atoms and positions in Å:
1 O 0.452 0.058 1.953
2 N 0.094 0.025 0.686
3 N -1.330 -0.097 0.492
4 C 0.280 -1.930 -0.803
5 C 0.594 1.204 -0.009
6 C -0.143 2.014 -0.741
7 C 0.788 -1.152 0.133
8 H 1.773 -1.276 0.553
9 H -0.711 -1.771 -1.229
10 H 0.277 2.914 -1.147
11 H -1.175 1.811 -0.957
12 H -1.604 -1.006 0.861
13 H -1.743 0.595 1.116
14 H 1.618 1.391 0.262
15 H 0.831 -2.779 -1.167



No. 8
This record from the Open Molecules 2025 dataset describes C4H8N2O in the gas phase. The level of theory is ωB97M-V/def2-TZVPD.

Values from the calculation:
LUMO level (alpha / beta)	0.892 / -2.378	eV
frontier orbital gap (alpha / beta)	0.276 / 0.261	hartree
⟨S²⟩	2.011
energy above the lowest of the compared OMol25 structures with the same formula, charge and spin	54.6	kcal per mole
spin multiplicity	3
total energy	-9298.2973	eV

Atoms and positions in Å:
1 O 0.184 -2.575 -1.028
2 N 0.420 0.451 0.869
3 N 0.592 -0.386 -0.649
4 C -1.677 -0.986 -0.799
5 C -0.251 -1.484 -0.769
6 C 0.272 1.884 0.802
7 C 1.582 -0.264 0.392
8 H -2.063 -0.881 -1.780
9 H -2.465 -1.591 -0.268
10 H -0.480 1.977 -0.051
11 H 2.514 0.445 0.179
12 H 1.326 2.311 0.560
13 H 1.753 -1.090 0.997
14 H 0.113 2.164 1.872
15 H -1.819 0.026 -0.328



No. 9
This record from the Open Molecules 2025 dataset describes C4H8N2O in the gas phase. The level of theory is ωB97M-V/def2-TZVPD.

Values from the calculation:
LUMO level (alpha / beta)	0.938 / -1.988	eV
frontier orbital gap (alpha / beta)	0.225 / 0.293	hartree
⟨S²⟩	2.007
energy above the lowest of the compared OMol25 structures with the same formula, charge and spin	73.0	kcal per mole
spin multiplicity	3
total energy	-9297.4985	eV

Atoms and positions in Å:
1 O -2.422 0.157 0.033
2 N -1.605 1.263 -0.066
3 N -1.715 -0.955 0.320
4 C 0.944 1.245 0.165
5 C -0.564 -0.788 -0.165
6 C 0.569 -1.854 -0.020
7 C -0.293 0.715 -0.479
8 H 1.315 2.303 0.008
9 H 1.820 0.712 -0.291
10 H 0.991 0.841 1.186
11 H 1.231 -1.508 0.708
12 H -1.572 1.811 0.788
13 H 0.309 -2.915 0.234
14 H 1.222 -1.812 -0.895
15 H -0.229 0.786 -1.528



No. 10
This record from the Open Molecules 2025 dataset describes an isolated ion of composition C4H8N2O2 and charge -1. The level of theory is ωB97M-V/def2-TZVPD.

Values from the calculation:
LUMO level (alpha / beta)	3.969 / 2.523	eV
frontier orbital gap (alpha / beta)	0.268 / 0.213	hartree
⟨S²⟩	0.763
energy above the lowest of the compared OMol25 structures with the same formula, charge and spin	33.8	kcal per mole
spin multiplicity	2
total energy	-11351.5469	eV
charge	-1

Atoms and positions in Å:
1 O 2.110 0.942 0.309
2 O -3.285 -0.591 1.133
3 N 2.133 -1.403 0.270
4 N 0.341 -0.211 -0.778
5 C -1.697 0.816 0.101
6 C -0.491 0.962 -0.752
7 C -2.354 -0.415 0.346
8 C 1.354 -0.127 0.344
9 H 2.059 -1.912 1.142
10 H 0.842 -0.291 -1.657
11 H -2.079 1.741 0.534
12 H 0.692 -0.196 1.256
13 H 0.101 1.826 -0.408
14 H -1.977 -1.258 -0.263
15 H -0.845 1.209 -1.766
16 H 3.094 -1.091 0.190



No. 11
This record from the Open Molecules 2025 dataset describes C4H8N2O2 as an isolated structure. The level of theory is ωB97M-V/def2-TZVPD.

Values from the calculation:
LUMO level	0.873	eV
frontier orbital gap	0.345	hartree
energy above the lowest of the compared OMol25 structures with the same formula, charge and spin	122.5	kcal per mole
total energy	-11348.8016	eV

Atoms and positions in Å:
1 O 1.695 -1.949 -0.377
2 O -1.838 2.521 0.294
3 N -1.929 1.511 1.305
4 N -0.409 0.622 -0.149
5 C 0.437 -0.342 -0.780
6 C 0.422 -1.858 -0.653
7 C 1.720 -0.642 0.071
8 C -1.147 0.576 0.934
9 H 0.080 -2.376 -1.524
10 H 0.701 -0.010 -1.854
11 H -0.183 -2.064 0.168
12 H 2.568 -0.035 -0.338
13 H -1.888 3.366 0.737
14 H 1.501 -0.478 1.145
15 H -1.160 -0.356 1.554
16 H -0.570 1.514 -0.532



No. 12
This record from the Open Molecules 2025 dataset describes C4H8N2O2 in the gas phase. The level of theory is ωB97M-V/def2-TZVPD.

Values from the calculation:
LUMO level	0.756	eV
frontier orbital gap	0.371	hartree
energy above the lowest of the compared OMol25 structures with the same formula, charge and spin	136.6	kcal per mole
total energy	-11348.1876	eV
SMILES	[H]/N=C(\C)N(C)OC=O

Atoms and positions in Å:
1 O 0.757 2.267 1.269
2 O -1.193 1.174 0.434
3 N 0.540 0.946 -1.529
4 N -0.458 0.013 0.455
5 C -0.307 2.261 0.588
6 C 0.362 0.000 -0.720
7 C -1.236 -0.993 1.021
8 C 1.293 -1.237 -0.760
9 H 1.242 0.764 -2.132
10 H -0.679 -1.812 0.899
11 H -0.832 3.165 0.141
12 H -1.486 -0.737 2.026
13 H 1.556 -1.279 -1.993
14 H 2.190 -1.075 0.131
15 H -2.207 -1.246 0.578
16 H 0.458 -2.212 -0.410



No. 13
This record from the Open Molecules 2025 dataset describes C4H8N2O2 in the gas phase. The level of theory is ωB97M-V/def2-TZVPD.

Values from the calculation:
LUMO level	0.315	eV
frontier orbital gap	0.361	hartree
energy above the lowest of the compared OMol25 structures with the same formula, charge and spin	60.9	kcal per mole
total energy	-11351.4717	eV
SMILES	N[C@@H]1C[C@@]1(N)C(=O)O

Atoms and positions in Å:
1 O 1.585 -2.724 0.016
2 O 2.268 -1.504 -1.754
3 N -1.620 0.160 -0.225
4 N 1.044 0.990 -0.708
5 C 0.236 -0.486 1.273
6 C 0.784 -0.454 -0.170
7 C -0.667 -0.740 0.099
8 C 1.624 -1.629 -0.546
9 H 0.578 -1.339 1.848
10 H -1.427 1.066 0.251
11 H -1.522 0.353 -1.263
12 H 2.119 0.985 -0.530
13 H -0.895 -1.795 0.016
14 H 0.835 1.197 -1.645
15 H 0.130 0.393 1.908
16 H 2.332 -0.606 -2.128



No. 14
This record from the Open Molecules 2025 dataset describes a 2-piece molecular cluster, C4H8N2O2 overall. The level of theory is ωB97M-V/def2-TZVPD.

Values from the calculation:
LUMO level	-1.058	eV
frontier orbital gap	0.263	hartree
energy above the lowest of the compared OMol25 structures with the same formula, charge and spin	71.8	kcal per mole
total energy	-11350.9998	eV

Atoms and positions in Å:
1 O -1.317 -1.290 0.053
2 O -1.843 0.841 0.547
3 N 1.329 -0.164 -0.500
4 N -1.648 -0.676 2.216
5 C 1.264 -0.370 0.752
6 C 1.007 1.055 -2.460
7 C 0.597 0.802 -1.244
8 C -1.651 -0.364 0.821
9 H 0.624 0.225 1.374
10 H -1.958 -1.612 2.387
11 H 1.858 -0.806 -1.076
12 H 1.930 -1.085 1.166
13 H -0.329 1.127 -0.766
14 H -2.183 -0.008 2.739
15 H 0.500 1.783 -3.071
16 H 1.821 0.542 -2.939



No. 15
This record from the Open Molecules 2025 dataset describes C4H8N2O2 in the gas phase. The level of theory is ωB97M-V/def2-TZVPD.

Values from the calculation:
LUMO level	0.671	eV
frontier orbital gap	0.386	hartree
energy above the lowest of the compared OMol25 structures with the same formula, charge and spin	45.9	kcal per mole
total energy	-11352.1238	eV
SMILES	C[C@H](N)C(=O)NC=O

Atoms and positions in Å:
1 O 2.963 0.995 -0.036
2 O -0.628 -1.004 -1.544
3 N 1.097 0.147 -0.855
4 N -2.398 -0.945 0.354
5 C -1.331 0.053 0.475
6 C 1.789 1.029 -0.035
7 C -0.842 0.111 1.934
8 C -0.222 -0.291 -0.641
9 H -1.275 -0.706 2.446
10 H 1.715 -0.337 -1.587
11 H -1.594 1.058 0.103
12 H 0.169 -0.174 1.979
13 H -3.104 -0.523 -0.101
14 H -0.919 1.051 2.550
15 H -2.070 -1.788 -0.169
16 H 1.131 1.678 0.525